[1]
Entry from OMol25: 9 unconnected molecules or ions with the total composition C66H67Cl17F2O5S (ωB97M-V/def2-TZVPD).

## Properties
Kohn-Sham gap: 8.70 eV
Largest force on an atom: 3.2 eV Å⁻¹
SMILES string: CC(C)C[C@@H](C)CO[C@@H](CCCCS(=O)(=O)Cl)OCCO[C@H](F)CCCF.Clc1ccccc1Cl.Clc1ccccc1Cl.Clc1ccccc1Cl.Clc1ccccc1Cl.Clc1ccccc1Cl.Clc1ccccc1Cl.Clc1ccccc1Cl.Clc1ccccc1Cl

Geometry (Å):
C -1.4434 -1.3753 -2.1060
C -0.8943 -1.7149 -3.4995
C -2.0221 -2.2961 -4.3787
C -0.3086 -0.4508 -4.1462
C 1.0231 -0.0355 -3.4544
C 2.0168 0.3106 -4.5679
C 0.7758 1.1786 -2.5420
O 1.2478 0.9142 -1.2241
C 0.6870 1.7918 -0.2703
C 1.4798 1.5581 1.0085
C 0.6521 1.6808 2.2999
C -0.5756 0.7700 2.3543
C -0.3215 -0.6838 1.9128
S -0.3677 -1.9198 3.2169
O -1.6719 -2.5138 3.1946
O 0.6395 -2.8852 2.8960
Cl 0.1008 -1.1407 5.0339
O 0.9052 3.1082 -0.7348
C -0.1459 4.0282 -0.4058
C -0.9207 4.3238 -1.6999
O -2.3068 4.6154 -1.5319
C -3.0507 3.5734 -0.9910
F -2.6328 2.3248 -1.4462
C -4.5461 3.7555 -1.2960
C -4.7680 4.6638 -2.5068
C -6.2805 4.7565 -2.8102
F -7.0647 4.3820 -1.7169
H -0.6371 -1.3381 -1.3665
H -2.1629 -2.1249 -1.7783
H -1.8997 -0.3840 -2.1041
H -0.0848 -2.4437 -3.4277
H -2.0716 -1.8328 -5.3625
H -1.9448 -3.3788 -4.4814
H -2.9855 -2.1096 -3.9016
H -1.0348 0.3597 -4.0487
H -0.1387 -0.6149 -5.2109
H 1.3983 -0.8598 -2.8471
H 2.9883 0.6013 -4.1653
H 2.1845 -0.5531 -5.2124
H 1.5978 1.1087 -5.1827
H -0.2986 1.3638 -2.4716
H 1.2873 2.0260 -2.9973
H -0.3790 1.5309 -0.1971
H 1.9773 0.5887 0.9992
H 2.2556 2.3191 1.0510
H 0.2989 2.7111 2.3879
H 1.3336 1.5414 3.1496
H -1.3835 1.1894 1.7567
H -0.9499 0.7684 3.3799
H 0.6009 -0.8435 1.3638
H -1.1375 -0.9714 1.2521
H -0.7628 3.5781 0.3721
H 0.3062 4.9417 -0.0253
H -0.4854 5.2179 -2.1447
H -0.7491 3.5338 -2.4260
H -2.8895 3.5774 0.0935
H -4.9160 2.7664 -1.5604
H -5.0145 4.1285 -0.3919
H -4.3974 5.6701 -2.3459
H -4.2961 4.2348 -3.3884
H -6.5422 5.7948 -3.0083
H -6.5617 4.1116 -3.6408
Cl -4.8196 -6.6995 4.7232
C -3.0939 -6.6238 4.8372
C -2.4487 -5.4978 4.3470
C -1.0725 -5.3927 4.4235
C -0.3321 -6.4190 4.9946
C -0.9731 -7.5465 5.4817
C -2.3549 -7.6521 5.4035
Cl -3.1094 -9.0821 6.0209
H -3.0210 -4.6961 3.9030
H -0.5834 -4.5098 4.0363
H 0.7446 -6.3405 5.0581
H -0.3971 -8.3486 5.9240
Cl 5.2474 0.9216 0.8385
C 5.1125 -0.0592 2.2566
C 5.5143 -1.3861 2.1869
C 5.4267 -2.2000 3.3041
C 4.9362 -1.6887 4.4978
C 4.5318 -0.3671 4.5676
C 4.6180 0.4491 3.4491
Cl 4.0935 2.0924 3.5884
H 5.8970 -1.7839 1.2574
H 5.7406 -3.2333 3.2442
H 4.8680 -2.3182 5.3745
H 4.1478 0.0313 5.4968
Cl -0.3200 3.1239 -6.8400
C 1.2442 3.8246 -7.0798
C 1.8018 3.7843 -8.3472
C 3.0500 4.3420 -8.5723
C 3.7452 4.9396 -7.5304
C 3.1908 4.9773 -6.2605
C 1.9406 4.4218 -6.0385
Cl 1.2933 4.4890 -4.4369
H 1.2617 3.3184 -9.1597
H 3.4825 4.3085 -9.5634
H 4.7164 5.3720 -7.7083
H 3.7230 5.4414 -5.4467
Cl 3.5509 -6.4555 5.8801
C 3.0900 -5.9913 7.4807
C 1.9725 -6.5861 8.0484
C 1.5783 -6.2438 9.3304
C 2.3034 -5.3045 10.0508
C 3.4170 -4.7080 9.4842
C 3.8107 -5.0490 8.1988
Cl 5.2036 -4.2736 7.5278
H 1.4088 -7.3183 7.4884
H 0.7059 -6.7102 9.7678
H 2.0007 -5.0365 11.0540
H 3.9812 -3.9749 10.0438
Cl -0.9193 6.3344 5.5273
C 0.1281 5.2293 6.3448
C -0.1266 4.9389 7.6776
C 0.6861 4.0533 8.3643
C 1.7582 3.4528 7.7181
C 2.0157 3.7436 6.3892
C 1.2028 4.6329 5.7008
Cl 1.5656 4.9696 4.0437
H -0.9624 5.4058 8.1796
H 0.4832 3.8310 9.4032
H 2.3942 2.7580 8.2503
H 2.8516 3.2775 5.8862
Cl 6.8771 5.0735 -6.1720
C 7.3190 3.9192 -4.9720
C 8.6538 3.8552 -4.5934
C 9.0650 2.9538 -3.6285
C 8.1395 2.1095 -3.0339
C 6.8099 2.1692 -3.4115
C 6.3918 3.0713 -4.3825
Cl 4.6988 3.0660 -4.7919
H 9.3740 4.5156 -5.0561
H 10.1065 2.9107 -3.3398
H 8.4530 1.4043 -2.2759
H 6.0891 1.5093 -2.9484
Cl -5.8844 -2.4670 -4.6755
C -5.6532 -3.0165 -6.2976
C -6.1321 -4.2719 -6.6444
C -5.9741 -4.7449 -7.9358
C -5.3363 -3.9615 -8.8879
C -4.8553 -2.7101 -8.5432
C -5.0108 -2.2356 -7.2486
Cl -4.3877 -0.6703 -6.8647
H -6.6304 -4.8808 -5.9031
H -6.3492 -5.7244 -8.2001
H -5.2136 -4.3260 -9.8988
H -4.3567 -2.1001 -9.2835
Cl -6.9247 0.0549 -0.6736
C -6.3344 -1.0873 0.4834
C -4.9908 -1.0454 0.8269
C -4.4779 -1.9380 1.7539
C -5.3128 -2.8783 2.3425
C -6.6531 -2.9239 1.9988
C -7.1666 -2.0305 1.0685
Cl -8.8459 -2.1317 0.6684
H -4.3424 -0.3110 0.3672
H -3.4307 -1.9013 2.0177
H -4.9208 -3.5767 3.0692
H -7.3028 -3.6574 2.4559

Atom charges from the Löwdin analysis, given in e for atoms 1 to 2: atom 1 (C): -0.066, atom 2 (C): -0.397

=====

[2]
Entry from OMol25: a molecular structure, C66H71Br2I2N9O3 (ωB97M-V/def2-TZVPD).

## Properties
Kohn-Sham gap: 7.41 eV
Largest force on an atom: 6.1 eV Å⁻¹

Geometry (Å):
C 4.0037 4.7109 -0.2189
C 3.3473 3.2553 0.1520
C 4.3097 1.9260 -0.1716
N 2.1288 3.0224 0.7361
C 0.9868 3.6129 -0.1226
C 0.7409 5.1010 0.6307
O -0.2227 2.9095 0.0819
C -0.6090 1.8585 -0.9187
Br 1.0782 1.1671 -1.8467
C -1.5947 2.6938 -1.9675
C -0.8130 3.5869 -3.0950
C -0.5416 5.2089 -2.7756
C 0.2044 6.2449 -3.8017
C 0.7511 5.7116 -5.2620
C 0.4662 4.1406 -5.6327
C -0.3044 3.0992 -4.5740
C -0.5639 1.5776 -5.0977
C -1.3332 0.7779 0.0403
C -0.0602 0.0110 0.8508
O 0.2686 -1.2983 0.2523
C 1.7394 -1.5594 0.3251
C 2.6386 -1.4644 1.6930
C 4.2853 -1.7359 1.6138
C 5.0931 -2.0960 0.2279
C 4.1823 -2.2361 -1.1462
C 2.5604 -1.9704 -1.0714
O -1.9597 1.5039 1.2045
C -3.1964 2.1792 0.8990
Br -4.4596 2.0656 2.4998
C -2.2822 -0.4021 -0.3483
I -3.2555 -1.3910 1.4337
C -2.6915 -1.0916 -1.5736
C -2.0210 -0.6238 -2.9720
I -4.1419 -2.7910 -1.6409
H 3.6654 5.4728 0.6355
H 3.6257 5.1753 -1.2249
H 5.1923 4.6761 -0.1306
H 5.3473 2.1520 0.3734
H 4.5392 1.7931 -1.3110
H 3.8757 0.9758 0.3556
H 1.3258 3.9343 -1.1872
H 1.5508 5.3079 1.4514
H 0.7685 5.9635 -0.1597
H -0.3105 5.1275 1.1770
H -2.1254 3.5185 -1.2788
H -2.5004 2.0642 -2.3637
H -0.9122 5.6703 -1.7388
H 0.4035 7.3846 -3.5524
H 1.2901 6.3768 -6.0709
H 0.8262 3.7409 -6.6924
H -1.7312 1.4262 -5.1675
H -0.1834 1.5249 -6.2291
H 0.0073 0.7305 -4.5350
H 0.8475 0.7241 1.0211
H -0.4553 -0.2535 1.9481
H 2.1178 -1.1991 2.7182
H 4.9116 -1.6552 2.6009
H 6.2647 -2.2590 0.1527
H 4.7137 -2.5058 -2.1675
H 1.8856 -2.0598 -2.0367
H -3.7236 1.9342 -0.1127
H -2.9460 3.3473 0.8426
H -0.8576 -0.5540 -3.0055
H -2.2407 -1.5350 -3.7240
H -2.5769 0.2721 -3.5322
N -6.1485 -7.8454 -1.4600
C -7.4735 -7.9272 -1.7112
C -8.2959 -6.8244 -1.8770
C -7.7281 -5.5588 -1.7757
C -6.3665 -5.4419 -1.5158
C -5.6254 -6.6034 -1.3689
H -7.8700 -8.9362 -1.7779
H -9.3536 -6.9492 -2.0798
H -8.3414 -4.6708 -1.8984
H -5.8940 -4.4700 -1.4305
H -4.5583 -6.5648 -1.1688
N 5.0095 2.3662 -3.7769
C 4.4538 3.1156 -4.7542
C 5.0466 3.3370 -5.9869
C 6.2873 2.7589 -6.2339
C 6.8860 1.9833 -5.2464
C 6.2134 1.8164 -4.0466
H 3.4872 3.5479 -4.5122
H 4.5533 3.9459 -6.7360
H 6.7835 2.9111 -7.1880
H 7.8525 1.5195 -5.4077
H 6.6377 1.2169 -3.2459
N -2.7434 -2.5254 5.8407
C -2.7475 -2.0214 7.0942
C -2.6743 -0.6676 7.3807
C -2.5875 0.2261 6.3185
C -2.5791 -0.2626 5.0161
C -2.6600 -1.6332 4.8300
H -2.8134 -2.7589 7.8888
H -2.6842 -0.3187 8.4070
H -2.5271 1.2946 6.5040
H -2.5119 0.4078 4.1668
H -2.6608 -2.0633 3.8323
N -8.8328 -11.2561 -3.0368
C -7.8108 -11.8247 -2.3604
C -6.8591 -12.6432 -2.9473
C -6.9617 -12.8992 -4.3105
C -8.0044 -12.3296 -5.0340
C -8.9053 -11.5215 -4.3592
H -7.7758 -11.5975 -1.2989
H -6.0577 -13.0711 -2.3557
H -6.2350 -13.5371 -4.8053
H -8.1123 -12.5100 -6.0975
H -9.7342 -11.0509 -4.8805
N 4.9888 -2.9595 4.5047
C 5.6893 -2.7532 5.6414
C 5.2823 -3.1984 6.8889
C 4.0818 -3.8949 6.9798
C 3.3370 -4.1215 5.8270
C 3.8283 -3.6403 4.6241
H 6.6172 -2.2021 5.5192
H 5.8864 -3.0064 7.7684
H 3.7296 -4.2583 7.9408
H 2.3971 -4.6605 5.8644
H 3.2854 -3.7949 3.6959
N 1.9013 -5.7250 8.8666
C 0.6090 -5.8522 8.4935
C -0.3172 -6.6253 9.1750
C 0.1059 -7.3143 10.3067
C 1.4312 -7.2048 10.7150
C 2.2823 -6.4043 9.9701
H 0.3283 -5.2981 7.6026
H -1.3435 -6.6890 8.8315
H -0.5912 -7.9314 10.8661
H 1.7922 -7.7295 11.5922
H 3.3250 -6.2836 10.2503
N -1.1185 7.7313 0.3800
C -0.7854 7.8634 1.6827
C -1.6236 8.4109 2.6407
C -2.8796 8.8544 2.2403
C -3.2508 8.7337 0.9051
C -2.3449 8.1692 0.0215
H 0.2061 7.5058 1.9450
H -1.3048 8.4899 3.6738
H -3.5636 9.2904 2.9626
H -4.2223 9.0703 0.5612
H -2.5893 8.0498 -1.0303
N 4.3557 7.0299 -6.5874
C 4.9402 8.0644 -7.2305
C 5.3118 9.2465 -6.6101
C 5.0665 9.3801 -5.2476
C 4.4641 8.3328 -4.5581
C 4.1319 7.1882 -5.2648
H 5.1077 7.9132 -8.2929
H 5.7806 10.0437 -7.1757
H 5.3426 10.2925 -4.7272
H 4.2590 8.4060 -3.4961
H 3.6632 6.3418 -4.7706

Atom charges from the Löwdin analysis, given in e for atoms 1 to 2: atom 1 (C): -0.069, atom 2 (C): -0.288